Run A
The following is a DFT calculation (ωB97M-V/def2-TZVPD) of the ion C7H18NSi with charge +1.

Output
lowest unoccupied orbital energy	-4.8	eV
frontier orbital gap	8.04	eV
net charge	+1
E_HOMO	-12.87	eV

Atoms and positions in Å:
H: -2.062 1.440 -0.656
H: 2.799 -0.953 -1.738
C: -1.127 -0.729 -1.430
H: 1.667 0.514 -2.052
H: 3.357 0.760 -1.332
C: 1.638 -1.771 1.327
H: 0.688 -1.931 1.775
C: -2.420 -1.003 0.518
H: -2.314 -2.045 0.369
C: -1.442 1.095 0.170
H: 1.706 2.214 1.203
H: -3.218 -0.395 0.066
C: 0.987 1.480 1.080
H: 1.761 -2.590 0.562
H: 2.374 -1.872 2.045
C: 2.372 0.051 -1.396
C: -0.092 1.957 0.150
Si: 1.786 -0.088 0.335
N: -1.212 -0.355 -0.038
H: -0.537 -0.065 -1.923
H: 0.350 2.020 -0.904
H: -0.656 -1.735 -1.572
H: -0.391 3.027 0.499
H: 0.647 1.266 2.056
H: -2.056 1.198 1.184
H: -2.470 -0.865 1.567
H: -2.135 -0.625 -1.865


Run B
The following is a DFT calculation (ωB97M-V/def2-TZVPD) of the ion C7H18NSi with charge +1.

Output
lowest unoccupied orbital energy	-5.9	eV
frontier orbital gap	6.57	eV
net charge	+1
E_HOMO	-12.46	eV

Atoms and positions in Å:
H: 0.903 2.715 -1.023
H: 0.468 1.456 -2.683
C: 0.901 -0.692 1.425
H: -1.692 2.524 -2.083
H: 2.747 -0.070 2.202
H: -1.777 1.300 -0.805
H: 2.778 -0.865 0.536
H: -0.866 0.341 2.611
C: -1.574 1.507 -1.820
H: 0.300 -1.062 3.108
H: -2.505 -0.377 -0.248
H: 0.277 -2.648 -0.183
C: 0.281 -0.042 2.623
H: 1.370 -0.529 -2.013
H: -1.996 0.988 -2.592
H: 0.958 0.606 3.090
C: 0.314 -0.409 -1.718
C: -0.007 1.060 -1.795
C: -1.983 -1.202 0.202
H: -2.269 -2.183 -0.194
H: -0.143 -0.847 -2.627
H: 0.149 1.847 0.157
Si: -0.103 -1.329 -0.160
H: 2.599 -1.934 1.920
H: -2.013 -1.102 1.269
C: 2.283 -0.875 1.516
N: 0.602 1.821 -0.714


It is run A that is the most stable of them.


Run A
The following is a DFT calculation (ωB97M-V/def2-TZVPD) of the molecule C2H2F2N2.

Output
lowest unoccupied orbital energy (alpha / beta)	-0.6 / -0.6	eV
frontier orbital gap (alpha / beta)	6.86 / 6.87	eV
net charge	0
E_HOMO (alpha / beta)	-7.42 / -7.43	eV

Atoms and positions in Å:
N: -1.069 0.543 0.130
F: -2.502 -1.141 0.218
F: -3.581 0.649 0.006
C: 0.004 -0.159 0.188
H: -0.990 1.529 0.572
C: -2.355 0.033 -0.460
H: 1.274 -1.760 -0.065
N: 0.845 -0.995 0.385


Run B
The following is a DFT calculation (ωB97M-V/def2-TZVPD) of the molecule C2H2F2N2.

Output
lowest unoccupied orbital energy	0.2	eV
frontier orbital gap	8.44	eV
net charge	0
E_HOMO	-8.23	eV

Atoms and positions in Å:
H: -2.560 -0.394 1.476
F: 2.333 0.816 0.051
F: 1.763 -0.996 -0.895
C: 1.462 -0.225 0.192
C: -1.106 0.099 0.137
N: -0.031 0.412 -0.376
H: 0.072 0.822 -1.294
N: -1.934 -0.534 0.709


It is run B that is the most stable of them.


Run A
The following is a DFT calculation (ωB97M-V/def2-TZVPD) of the molecule C6H11N.

Output
SMILES string	CC[C@H](C)C1=NC1
lowest unoccupied orbital energy	1.0	eV
frontier orbital gap	10.74	eV
net charge	0
E_HOMO	-9.71	eV

Atoms and positions in Å:
H: 1.430 -1.061 -1.370
C: -2.028 -0.697 1.741
N: -1.072 0.504 1.892
C: 2.085 0.424 0.045
C: -0.363 -0.272 -0.500
C: -0.579 1.011 -1.311
C: -1.026 -0.170 0.833
H: 1.789 0.871 1.001
H: -0.883 -1.089 -1.013
H: -3.091 -0.470 1.597
H: 1.201 -1.526 0.307
C: 1.122 -0.681 -0.388
H: -1.645 1.252 -1.383
H: 2.141 1.223 -0.702
H: -1.822 -1.578 2.360
H: -0.075 1.869 -0.855
H: 3.096 0.019 0.161
H: -0.191 0.882 -2.329


Run B
The following is a DFT calculation (ωB97M-V/def2-TZVPD) of the molecule C6H11N.

Output
SMILES string	C=CC(N)=C(C)C
lowest unoccupied orbital energy	0.8	eV
frontier orbital gap	7.94	eV
net charge	0
E_HOMO	-7.11	eV

Atoms and positions in Å:
H: -1.606 1.918 -0.833
C: 0.478 -0.380 -0.041
H: 0.150 -2.259 0.675
C: 2.563 0.339 0.174
N: 0.671 -1.776 -0.043
H: -2.856 -0.274 -0.396
H: -1.791 -1.624 -0.741
C: -1.144 1.582 0.099
C: -0.786 0.129 0.007
C: 1.508 0.460 -0.662
H: 1.646 -2.032 -0.026
H: 2.992 -0.593 0.511
H: -2.185 -1.218 0.936
H: 1.244 1.419 -1.083
C: -1.967 -0.800 -0.051
H: 3.250 1.164 0.289
H: -0.285 2.216 0.292
H: -1.882 1.728 0.890


It is run A that is the most stable of them.


Run A
The following is a DFT calculation (ωB97M-V/def2-TZVPD) of the molecule C6H11N.

Output
lowest unoccupied orbital energy (alpha / beta)	0.9 / 0.9	eV
frontier orbital gap (alpha / beta)	8.24 / 8.24	eV
net charge	0
E_HOMO (alpha / beta)	-7.32 / -7.32	eV

Atoms and positions in Å:
C: 0.489 0.135 0.503
N: -0.228 0.427 -1.997
H: -0.428 -1.849 0.219
H: 1.829 -1.524 0.987
C: -0.660 -0.618 -1.541
H: -2.805 -1.082 0.040
C: 0.503 1.423 -0.240
H: 2.636 0.049 0.862
H: 0.338 1.261 -2.125
H: -0.277 2.144 0.013
C: -2.039 -0.440 0.483
C: 1.843 -0.576 0.437
H: -2.077 -0.558 1.570
H: -2.286 0.599 0.239
H: 2.108 -0.796 -0.604
H: 1.481 1.896 -0.356
H: 0.220 0.314 1.554
C: -0.645 -0.806 -0.043


Run B
The following is a DFT calculation (ωB97M-V/def2-TZVPD) of the molecule C6H11N.

Output
SMILES string	CC1=N[C@@H]1C(C)C
lowest unoccupied orbital energy	1.0	eV
frontier orbital gap	10.29	eV
net charge	0
E_HOMO	-9.32	eV

Atoms and positions in Å:
C: 0.839 -0.077 0.110
H: -2.200 1.522 1.282
H: 1.985 1.416 -0.962
C: 2.107 0.405 -0.577
H: 2.349 -0.253 -1.411
H: 2.946 0.388 0.114
H: 0.101 -1.775 1.221
H: 1.196 -2.186 -0.095
N: -1.448 -1.019 -0.679
C: -1.641 0.129 -0.180
H: -3.529 0.498 0.688
C: 1.008 -1.469 0.702
C: -0.351 -0.007 -0.837
H: -2.885 1.809 -0.322
H: 0.501 0.628 0.949
H: 1.837 -1.490 1.406
H: -0.188 0.444 -1.811
C: -2.626 1.037 0.403


It is run B that is the most stable of them.


Run A
The following is a DFT calculation (ωB97M-V/def2-TZVPD) of a structure of composition C6H10N.

Output
lowest unoccupied orbital energy	-6.2	eV
frontier orbital gap	10.00	eV
net charge	+1
E_HOMO	-16.24	eV

Atoms and positions in Å:
H: 1.239 0.681 -1.811
H: 1.693 0.237 1.723
H: 0.633 0.953 2.796
H: 0.942 -1.686 -1.280
H: -1.862 -0.422 2.315
C: -0.173 -1.568 -1.179
C: 0.796 0.810 1.624
C: -0.291 -0.200 -0.456
H: -0.483 0.995 -2.279
C: 0.237 0.909 -1.415
H: 1.223 1.799 1.205
C: 0.030 -0.139 0.959
H: -0.641 -2.291 -0.624
C: -1.313 -0.382 1.295
H: 0.223 1.765 -0.887
H: -0.615 -1.405 -2.074
N: -1.636 -0.056 0.089


Run B
The following is a DFT calculation (ωB97M-V/def2-TZVPD) of the ion C6H10N with charge +1.

Output
SMILES string	CC#[N+]C/C=C/C
lowest unoccupied orbital energy	-4.9	eV
frontier orbital gap	9.59	eV
net charge	+1
E_HOMO	-14.47	eV

Atoms and positions in Å:
H: 0.810 2.565 1.024
N: 1.592 1.065 -0.037
H: -2.933 -0.088 0.149
H: -0.057 -0.403 0.182
C: -0.952 0.288 0.106
H: 1.532 -2.183 -0.465
C: 2.176 -1.391 -0.079
C: 1.480 -0.102 -0.054
H: 3.259 -1.180 -0.398
H: -2.036 -1.158 -0.873
H: 2.128 -1.910 0.855
H: -2.089 -1.295 0.914
C: 0.628 2.112 0.061
C: -2.026 -0.690 0.028
C: -0.804 1.584 -0.121
H: -1.544 2.282 -0.131
H: 0.730 3.066 -0.610


Run C
The following is a DFT calculation (ωB97M-V/def2-TZVPD) of the ion C6H10N with charge +1.

Output
SMILES string	C=C=C[C@@]1(C)C[NH2+]1
lowest unoccupied orbital energy	-3.2	eV
frontier orbital gap	10.37	eV
net charge	+1
E_HOMO	-13.61	eV

Atoms and positions in Å:
H: -0.907 -1.910 -0.642
N: -1.880 0.541 -0.386
C: 0.627 1.051 -0.299
H: 3.571 -0.513 -1.257
H: -0.454 -1.928 0.990
C: 1.859 0.553 -0.538
H: -2.453 -0.264 -0.635
H: -2.050 -0.126 1.677
C: -0.538 0.111 0.119
H: 0.340 1.978 -0.564
C: 2.988 -0.146 -0.426
C: -1.555 0.675 1.049
H: 0.842 -1.411 -0.256
H: 3.465 -0.326 0.585
C: -0.196 -1.358 0.042
H: -2.131 1.372 -0.881
H: -1.527 1.701 1.420


Run D
The following is a DFT calculation (ωB97M-V/def2-TZVPD) of the ion C6H10N with charge +1.

Output
lowest unoccupied orbital energy	-4.3	eV
frontier orbital gap	10.23	eV
net charge	+1
E_HOMO	-14.54	eV

Atoms and positions in Å:
C: 0.782 -0.259 -0.163
H: 2.229 -0.460 1.488
H: -0.286 -2.153 -0.012
H: 0.268 0.849 -2.173
H: 1.691 1.247 -1.535
H: -3.199 0.532 -0.511
H: 0.408 1.917 0.602
H: -3.103 -0.575 0.798
N: 0.201 1.095 0.007
C: 0.761 0.803 -1.251
H: -2.773 1.018 1.031
C: -0.406 -1.055 -0.129
H: 1.950 -1.940 0.651
C: -2.642 0.264 0.325
C: 2.101 -0.877 0.430
C: -1.339 -0.172 0.087
H: 3.041 -0.735 -0.125


It is run C that is the most stable of them.